Record 1
{"formula": "C35H32AsBaBrF3IN7O8SSe", "method": "ωB97M-V/def2-TZVPD", "elements": ["Ba", "C", "N", "C", "C", "N", "C", "C", "C", "C", "C", "C", "N", "C", "N", "C", "C", "C", "C", "C", "C", "N", "H", "H", "H", "H", "H", "H", "H", "H", "H", "H", "H", "H", "H", "H", "H", "O", "As", "O", "O", "C", "C", "C", "C", "C", "C", "S", "O", "O", "O", "H", "H", "H", "H", "H", "C", "N", "C", "C", "N", "C", "C", "Se", "H", "H", "H", "H", "H", "H", "H", "H", "Br", "C", "C", "C", "C", "C", "C", "I", "H", "H", "H", "H", "F", "C", "F", "F", "C", "O", "O"], "coordinates": [[0.64524, 1.32068, 0.26127], [-2.19768, -1.32533, -0.06522], [-0.78276, -1.06149, -0.26538], [-0.33748, -1.14160, -1.65057], [-0.45107, 0.19029, -2.34671], [-1.08027, 1.23986, -1.88279], [-0.92636, 2.20770, -2.87514], [-1.41464, 3.51010, -2.94467], [-1.10339, 4.26357, -4.06403], [-0.31262, 3.73850, -5.09808], [0.17404, 2.44179, -5.04551], [-0.15137, 1.68685, -3.92351], [0.10583, 0.37664, -3.57566], [-2.70149, -0.62968, 1.16589], [-2.66000, 0.65430, 1.35119], [-3.26655, 0.86571, 2.58772], [-3.50479, 2.04969, 3.28163], [-4.18706, 1.97681, 4.48486], [-4.64267, 0.75158, 4.99463], [-4.40688, -0.43730, 4.32382], [-3.70364, -0.35337, 3.12503], [-3.32202, -1.29532, 2.19237], [-2.42944, -2.39469, -0.00776], [-2.73369, -0.89480, -0.91135], [-0.22204, -1.67368, 0.31691], [-0.87495, -1.89678, -2.23725], [0.71793, -1.41588, -1.67181], [-2.03185, 3.90287, -2.14855], [-1.48443, 5.27593, -4.15223], [-0.08369, 4.35758, -5.95841], [0.78434, 2.03332, -5.84514], [0.88647, -0.18882, -3.87164], [-3.15348, 2.99401, 2.88362], [-4.38856, 2.88345, 5.04361], [-5.18865, 0.73264, 5.93324], [-4.76752, -1.38263, 4.71196], [-3.39537, -2.29060, 2.27566], [4.57171, 1.90273, -1.18134], [3.26477, 0.94551, -0.46726], [2.76036, 1.88218, 0.81983], [1.94644, 1.00599, -1.46354], [4.13869, -0.69266, 0.05311], [5.18893, -0.51218, 0.95683], [5.87560, -1.60117, 1.47616], [5.50744, -2.88104, 1.09516], [4.50038, -3.07634, 0.15927], [3.81192, -1.99455, -0.39066], [3.52346, -1.95666, -3.09520], [4.13560, -0.63188, -2.94575], [2.21726, -1.89494, -3.74488], [2.90127, -2.25532, -1.36813], [4.83098, 1.38584, -1.99228], [5.44680, 0.49327, 1.26775], [6.67248, -1.44750, 2.19349], [6.02750, -3.73764, 1.50915], [4.21616, -4.07176, -0.16243], [-1.40632, -2.10662, 5.79074], [-1.64811, -3.33984, 5.04255], [-2.52578, -4.35086, 5.41914], [-2.41799, -5.32930, 4.50613], [-1.47674, -4.91113, 3.56746], [-1.00156, -5.70822, 2.44602], [-0.99687, -3.67218, 3.89042], [0.19403, -2.61438, 2.97512], [-1.38261, -2.33221, 6.85576], [-2.17480, -1.36636, 5.59069], [-0.45046, -1.69610, 5.47797], [-3.14029, -4.28261, 6.30552], [-2.91546, -6.28646, 4.43769], [-0.48130, -6.59532, 2.80251], [-0.31062, -5.09634, 1.87445], [-1.83426, -6.00824, 1.81205], [-1.30275, 7.53019, 0.49111], [0.32922, 6.76358, -0.09895], [1.27291, 7.62217, -0.64723], [2.47924, 7.11918, -1.11416], [2.74553, 5.76351, -1.03737], [1.81867, 4.90106, -0.47912], [0.61012, 5.39283, -0.00824], [-0.70577, 3.99971, 0.82025], [1.04709, 8.67985, -0.70482], [3.21152, 7.79901, -1.53728], [3.68103, 5.36303, -1.41165], [2.05668, 3.84824, -0.39475], [3.08561, 1.54110, 3.66531], [2.50775, 0.34927, 3.47728], [3.46193, -0.57277, 3.35442], [1.82634, 0.06140, 4.62518], [1.47615, 0.34671, 2.29532], [1.55011, -0.54179, 1.41223], [0.57142, 1.18304, 2.43279]], "mulliken_charge": [1.458, -0.940, 0.633, 0.187, 0.052, -0.550, 0.270, -0.422, -0.697, -0.433, -1.055, 0.508, 0.129, 0.247, -0.366, 0.456, -0.573, -0.746, -0.294, -1.157, 0.547, 0.080, 0.248, 0.412, -0.212, 0.428, -0.371, 0.530, 0.400, 0.379, 0.433, 0.303, 0.306, 0.394, 0.375, 0.423, 0.276, -0.643, 0.164, -0.853, -0.002, 0.639, -0.841, -0.723, -0.557, -0.188, -0.067, 0.374, -0.487, -0.607, -0.550, 0.398, 0.458, 0.395, 0.363, 0.437, -0.807, 0.370, -0.587, -0.594, 0.289, -0.919, -0.227, -0.433, 0.389, 0.223, 0.211, 0.484, 0.474, 0.334, 0.240, 0.328, -0.211, 0.136, -0.396, -0.538, -0.765, -0.145, -0.060, 0.189, 0.378, 0.351, 0.475, 0.617, -0.242, 0.109, -0.186, -0.249, 0.910, 0.334, -0.851], "homo_ha": -0.1995, "charge": -1, "e_tot_ev": -287639.0371, "max_force_ev_per_a": 10.0, "molar_mass_g_mol": 1265.8, "e_above_lowest_kj_mol": 526.2}



Record 2
{"formula": "C35H32Cl2N4O2S2Sn", "method": "ωB97M-V/def2-TZVPD", "elements": ["Sn", "C", "N", "C", "C", "N", "C", "C", "C", "C", "C", "C", "C", "S", "C", "C", "C", "C", "C", "C", "S", "H", "H", "H", "H", "H", "H", "H", "H", "H", "H", "H", "H", "H", "H", "H", "H", "H", "H", "C", "N", "C", "C", "C", "C", "C", "N", "C", "C", "C", "C", "C", "C", "H", "H", "H", "H", "H", "H", "H", "H", "H", "H", "H", "Cl", "C", "C", "C", "Cl", "C", "O", "C", "C", "O", "C", "H", "H", "H"], "coordinates": [[-0.43582, -0.50557, -0.83540], [-2.34419, 0.04395, 2.27019], [-0.90674, -0.06177, 2.08215], [-0.19428, 1.08839, 2.63144], [-0.75177, 2.42477, 2.13955], [-1.00018, 2.44877, 0.71008], [0.18287, 2.77121, -0.08087], [-2.10812, 3.28218, 0.32510], [-2.23595, 4.56204, 0.85560], [-3.28001, 5.40229, 0.49358], [-4.20317, 4.94409, -0.44090], [-4.07545, 3.68053, -0.98924], [-3.03141, 2.80112, -0.62960], [-2.93182, 1.22224, -1.33761], [-0.31897, -1.29858, 2.48562], [-0.94169, -2.12428, 3.41750], [-0.39959, -3.34900, 3.78291], [0.79108, -3.76801, 3.21018], [1.42195, -2.95614, 2.27794], [0.89684, -1.71704, 1.90211], [1.74804, -0.76164, 0.69159], [-2.62092, 0.23215, 3.32317], [-2.81216, -0.87100, 1.92257], [-2.71895, 0.86139, 1.65287], [0.85660, 0.98970, 2.36074], [-0.26994, 1.09107, 3.73372], [-0.03902, 3.20640, 2.45844], [-1.69656, 2.63166, 2.64272], [0.51834, 3.80762, 0.08608], [-0.04730, 2.64809, -1.14274], [0.99918, 2.08673, 0.15994], [-1.49580, 4.91047, 1.57026], [-3.36140, 6.39525, 0.92110], [-5.02725, 5.58311, -0.74365], [-4.79308, 3.32624, -1.71912], [-1.88464, -1.82231, 3.85555], [-0.91229, -3.97386, 4.50569], [1.21568, -4.73199, 3.46814], [2.33375, -3.28108, 1.79178], [4.39515, 1.17672, -0.98192], [3.04586, 0.96726, -1.50074], [2.81302, 1.33023, -2.70071], [1.59601, 1.08971, -3.42713], [1.39534, 1.40723, -4.77693], [0.17030, 0.83782, -5.14257], [-0.30283, 0.19763, -3.99486], [0.53954, 0.34994, -2.95962], [4.59378, 2.56299, -0.41494], [5.06611, 3.60471, -1.21000], [5.17899, 4.89382, -0.70713], [4.81988, 5.16325, 0.60667], [4.36044, 4.13038, 1.41259], [4.25814, 2.84250, 0.90733], [5.14551, 1.00030, -1.76502], [4.54638, 0.43590, -0.19481], [3.60601, 1.79799, -3.30892], [2.07010, 1.97927, -5.40058], [-0.31316, 0.87571, -6.10794], [-1.23066, -0.34697, -3.86824], [5.34648, 3.40507, -2.23821], [5.54793, 5.69042, -1.34247], [4.89218, 6.17162, 0.99616], [4.06565, 4.33009, 2.43635], [3.90047, 2.03405, 1.53564], [-3.40621, -8.16932, -0.88303], [-2.94509, -6.50541, -0.56229], [-3.78945, -5.70347, 0.21936], [-3.44786, -4.40431, 0.46148], [-4.50206, -3.43814, 1.44831], [-2.25930, -3.76103, -0.08098], [-1.99845, -2.55986, 0.13255], [-1.42623, -4.65802, -0.85322], [-0.18483, -4.21635, -1.45345], [0.26462, -3.09063, -1.54147], [-1.78537, -5.99492, -1.07076], [-4.70049, -6.11227, 0.63445], [0.40816, -5.05301, -1.88950], [-1.13062, -6.62492, -1.66394]], "mulliken_charge": [0.722, -0.863, 1.612, -1.176, -1.417, 1.728, -1.437, -1.107, -0.100, -0.942, -0.356, -0.675, 0.545, -0.357, -0.625, 0.001, -0.856, -0.614, -0.957, 0.744, -0.355, 0.380, 0.031, -0.078, 0.492, 0.305, 0.365, 0.652, 0.450, 0.158, 0.391, 0.312, 0.353, 0.322, 0.372, 0.351, 0.365, 0.344, 0.396, -1.621, 0.332, -0.221, -0.347, -0.505, -1.102, -0.311, 0.401, 0.740, -0.283, -0.566, -0.407, -0.586, -0.111, 0.467, 0.427, 0.081, 0.392, 0.409, 0.460, 0.311, 0.358, 0.362, 0.380, 0.255, -0.298, 0.260, -0.695, 0.382, -0.251, -0.487, 0.088, 1.159, -0.488, -0.458, -0.901, 0.427, 0.145, 0.326], "homo_ha": -0.0497, "charge": -2, "e_tot_ev": -99418.9031, "max_force_ev_per_a": 0.4, "molar_mass_g_mol": 794.4, "e_above_lowest_kj_mol": 0.0}



Record 3
{"formula": "C35H32ClF5N2O4PdSi2", "method": "ωB97M-V/def2-TZVPD", "elements": ["Pd", "O", "C", "C", "C", "C", "N", "C", "C", "C", "C", "C", "C", "O", "C", "C", "N", "H", "H", "H", "H", "H", "H", "H", "H", "H", "H", "H", "H", "C", "Si", "C", "C", "C", "C", "C", "C", "C", "Si", "C", "C", "H", "H", "H", "H", "H", "H", "H", "H", "H", "H", "H", "H", "H", "H", "H", "H", "F", "C", "C", "C", "F", "C", "F", "C", "F", "C", "F", "Cl", "C", "C", "C", "C", "C", "C", "C", "O", "O", "H", "H", "H", "H"], "coordinates": [[-0.15522, -0.57077, 1.21189], [2.73259, -1.40211, -5.15321], [2.92618, -2.29288, -4.07136], [1.81113, -2.13198, -3.07906], [1.62219, -3.07687, -2.07814], [0.67309, -2.82836, -1.10454], [-0.11008, -1.74399, -1.07466], [-0.04099, -0.92372, -2.14302], [0.94579, -1.05354, -3.11711], [-1.14830, 0.05050, -2.35577], [-1.64130, 0.21922, -3.59710], [-2.73717, 1.15679, -3.80314], [-3.08289, 1.57588, -5.20315], [-3.68062, 0.50849, -5.93592], [-3.44887, 1.55510, -2.74480], [-3.15154, 0.99088, -1.38145], [-1.71863, 0.69749, -1.27393], [3.44141, -1.52771, -5.78981], [3.87214, -2.08406, -3.55622], [2.95627, -3.33427, -4.40811], [2.22159, -3.97689, -2.02391], [0.53496, -3.53326, -0.30303], [1.02120, -0.31897, -3.90502], [-1.25818, -0.34465, -4.43645], [-2.18515, 1.83955, -5.76356], [-3.73854, 2.45208, -5.17890], [-4.38942, 0.14719, -5.39306], [-4.27890, 2.24729, -2.84965], [-3.37695, 1.75169, -0.63442], [-2.84652, -0.25896, 3.23500], [-1.31983, 0.75424, 2.73597], [-0.39619, 1.35015, 4.27740], [-1.99633, 2.40893, 2.10640], [-2.74779, 3.34335, 2.82511], [-3.07028, 4.56434, 2.25600], [-2.64561, 4.87646, 0.96363], [-1.91174, 3.95616, 0.23484], [-1.59018, 2.71996, 0.80232], [-0.68370, 1.29376, 0.02261], [0.87245, 1.94494, -0.80150], [-3.99458, -0.24813, -1.08329], [-2.93344, -0.38255, 4.31814], [-2.89598, -1.24491, 2.77560], [-3.73075, 0.28699, 2.89554], [-1.12791, 1.63658, 5.03946], [0.15523, 2.25225, 4.00137], [0.31461, 0.67464, 4.74163], [-3.08310, 3.12108, 3.83342], [-3.65319, 5.28616, 2.81543], [-2.89617, 5.83836, 0.53354], [-1.60148, 4.19416, -0.77784], [0.57884, 2.68649, -1.55159], [1.45512, 1.17864, -1.31342], [1.49974, 2.44187, -0.05964], [-5.05954, -0.01699, -1.15749], [-3.78272, -0.61497, -0.07658], [-3.76283, -1.04192, -1.79707], [3.23915, -1.45845, 3.40199], [1.95315, -1.79538, 3.41097], [1.38743, -2.47654, 2.32517], [0.06297, -2.90973, 2.46443], [-0.44863, -3.76156, 1.57798], [-0.63846, -2.73510, 3.65436], [-1.82648, -3.30786, 3.79146], [-0.05482, -2.06866, 4.70721], [-0.71467, -1.87811, 5.84151], [1.24617, -1.60445, 4.57652], [1.83424, -1.00249, 5.60564], [6.21758, 2.24411, 0.22857], [5.35622, 0.75034, 0.40324], [3.98073, 0.74113, 0.25403], [3.28568, -0.45054, 0.40762], [3.98210, -1.61665, 0.68646], [5.36926, -1.59748, 0.80840], [6.06249, -0.41058, 0.68232], [3.34129, -2.94844, 0.77371], [3.80824, -3.92920, 0.28346], [2.09395, -3.12931, 1.35949], [3.45990, 1.65537, 0.01850], [2.20566, -0.46030, 0.29694], [5.89740, -2.52141, 1.00236], [7.13753, -0.37791, 0.78927]], "mulliken_charge": [-0.009, -0.513, -0.697, 0.490, -1.136, -0.763, -0.465, 0.574, -0.749, -0.219, -0.569, 0.394, -0.845, -0.529, -1.172, 0.506, 0.844, 0.313, 0.270, 0.362, 0.434, 0.885, 0.649, 0.776, 0.347, 0.338, 0.340, 0.388, 0.245, -1.524, 1.012, -1.271, 0.581, -0.480, -0.700, -0.723, -0.740, -0.701, 0.846, -1.303, -1.429, 0.363, 0.335, 0.562, 0.382, 0.375, 0.265, 0.372, 0.408, 0.414, 0.432, 0.435, 0.308, 0.309, 0.466, 0.137, 0.328, -0.339, 0.642, -0.017, 0.606, -0.439, 0.225, -0.403, 1.005, -0.392, -0.149, -0.394, -0.224, 0.177, -1.117, 1.574, 0.404, -0.661, -0.796, -0.185, -0.547, -0.394, 0.392, 0.156, 0.490, 0.436], "homo_ha": -0.2739, "charge": 0, "e_tot_ev": -93329.9987, "max_force_ev_per_a": 0.4, "molar_mass_g_mol": 837.7, "e_above_lowest_kj_mol": 0.0}